Entry from the Open Molecules 2025 dataset: a cluster of 6 separate species, C16H28N4O2 in total in a non-equilibrium geometry (ωB97M-V with the def2-TZVPD basis set).

Last column: Mulliken spin population.
Element x y z (Å)
C1 -3.091 -3.303 -3.742  2.487
C2 -2.718 -2.030 -3.097  0.373
N1 -2.391 -1.039 -2.642  -0.394
H1 -2.370 -4.076 -3.478  -0.276
H2 -2.859 -3.033 -4.772  -0.714
H3 -4.127 -3.634 -3.660  -0.601
C3 0.882 -0.530 -2.711  -0.261
C4 1.340 -1.282 -1.507  0.134
N2 1.717 -1.818 -0.560  -0.054
H4 -0.137 -0.815 -2.971  0.240
H5 1.480 -0.889 -3.549  -0.132
H6 1.136 0.512 -2.518  0.105
C5 3.759 2.392 -2.496  -0.025
C6 4.742 2.726 -3.506  0.041
N3 5.531 3.050 -4.298  -0.021
H7 2.962 1.874 -3.030  0.028
H8 3.478 3.306 -1.973  0.015
H9 4.153 1.827 -1.652  -0.001
C7 -1.679 3.660 -0.147  0.072
C8 -0.511 2.993 -0.696  0.227
N4 0.371 2.444 -1.243  -0.172
H10 -2.057 3.146 0.736  0.005
H11 -2.351 3.713 -1.003  -0.003
H12 -1.440 4.711 0.011  -0.060
C9 -1.609 -1.990 0.552  0.043
C10 -2.922 -2.703 0.725  -0.135
C11 -3.614 -1.774 1.784  0.195
O1 -2.810 -0.542 1.704  -0.004
C12 -1.833 -0.476 0.698  -0.233
H13 -1.138 -2.301 -0.381  0.042
H14 -0.910 -2.213 1.358  0.009
H15 -2.804 -3.730 1.072  -0.044
H16 -3.460 -2.759 -0.221  0.106
H17 -3.587 -2.186 2.792  0.023
H18 -4.661 -1.790 1.483  -0.099
H19 -0.920 -0.020 1.079  0.041
H20 -2.177 -0.008 -0.224  0.029
C13 1.586 0.294 2.384  -0.063
C14 1.143 0.840 3.736  0.027
C15 2.415 1.648 4.053  -0.002
O2 3.523 0.893 3.458  -0.011
C16 2.987 -0.179 2.680  0.021
H21 1.426 1.080 1.646  0.031
H22 0.990 -0.559 2.058  -0.001
H23 0.998 0.054 4.478  -0.002
H24 0.253 1.468 3.704  0.015
H25 2.495 1.676 5.139  -0.001
H26 2.259 2.683 3.750  -0.005
H27 3.025 -1.099 3.264  -0.003
H28 3.528 -0.212 1.734  0.008

## Properties
<S²>: 0.7502
Highest occupied orbital energy (alpha / beta), eV: 0.628 / -7.155
Total charge: -1
Spin multiplicity: 2
DFT total energy, eV: -27097.415